# 1
A cluster of 7 separate species, C42H35N7O14 in total, computed with wB97M-V/def2-TZVPD.

Each line ends with the Löwdin charge.
Atoms and positions in Å:
O1 -3.206301 1.135723 3.397598  0.0678
N1 -3.616791 1.494273 4.478528  -0.3546
O2 -3.055851 2.422433 5.008878  0.0807
C1 -4.903781 0.991893 5.028278  -0.1134
C2 -5.514141 1.648293 6.128458  0.0268
C3 -6.770241 1.220353 6.672278  -0.0637
C4 -7.361791 0.139543 6.139678  -0.1039
C5 -6.889091 -0.448767 4.961998  -0.0587
C6 -5.666941 -0.033627 4.407288  -0.0006
H1 -4.912911 2.470883 6.486608  0.1079
H2 -7.255221 1.788873 7.452008  0.1099
H3 -8.236691 -0.317827 6.577578  0.1105
H4 -7.433211 -1.300557 4.581498  0.1034
H5 -5.166681 -0.639527 3.666328  0.1025
O3 -3.968411 -1.122627 -2.526862  0.0571
N2 -4.790601 -0.497447 -3.194142  -0.3147
O4 -4.670651 0.651643 -3.620572  0.0780
C7 -6.030381 -1.231697 -3.646912  -0.1090
C8 -6.121741 -2.617427 -3.695852  -0.0084
C9 -7.184481 -3.291877 -4.304832  -0.0506
C10 -8.103521 -2.534247 -5.010332  -0.0583
C11 -8.087911 -1.138877 -4.835952  -0.0888
C12 -7.069401 -0.489537 -4.248452  -0.0252
H6 -5.359211 -3.173777 -3.171042  0.1022
H7 -7.165761 -4.371617 -4.290122  0.1094
H8 -8.919101 -2.950967 -5.582682  0.1064
H9 -9.004511 -0.757287 -5.260962  0.1098
H10 -7.191131 0.581013 -4.174322  0.1206
O5 3.242609 -1.660777 -2.320702  0.0580
N3 4.175179 -1.308917 -3.046012  -0.3290
O6 5.218139 -1.944657 -3.133702  0.0502
C13 4.068509 0.002763 -3.796562  -0.0818
C14 5.295239 0.420223 -4.468882  -0.0011
C15 5.327949 1.658893 -5.048922  -0.0653
C16 4.176299 2.528253 -4.984842  -0.0417
C17 2.990249 2.094083 -4.379992  -0.0746
C18 3.038369 0.937273 -3.672932  -0.0398
H11 6.065159 -0.322337 -4.617982  0.1084
H12 6.021599 2.059663 -5.773232  0.1026
H13 4.211989 3.515623 -5.421002  0.1003
H14 2.145559 2.738103 -4.184752  0.1121
H15 2.183779 0.592923 -3.109472  0.0977
O7 -4.309081 -5.753307 -2.318462  0.0971
N4 -5.096491 -5.938467 -1.433692  -0.3441
O8 -6.200731 -6.454627 -1.588972  0.0597
C19 -4.879051 -5.423187 -0.072472  -0.1703
C20 -5.643241 -5.945017 0.934458  0.0087
C21 -5.631161 -5.367317 2.228008  -0.0466
C22 -4.643101 -4.441217 2.459808  -0.0683
C23 -3.943811 -3.845807 1.388788  -0.0458
C24 -4.036271 -4.412667 0.157228  -0.0285
H16 -6.313521 -6.782957 0.812028  0.1198
H17 -6.136451 -5.748777 3.102978  0.1083
H18 -4.632091 -3.904297 3.396818  0.1010
H19 -3.410531 -2.917337 1.530008  0.0766
H20 -3.479261 -3.988127 -0.664902  0.1274
O9 2.209689 1.084653 1.843868  0.1061
N5 1.771639 1.141743 0.755858  -0.3588
O10 2.292459 1.766833 -0.141722  0.0661
C25 0.443479 0.474263 0.566758  -0.1192
C26 -0.051671 0.185643 -0.714302  0.0085
C27 -1.220091 -0.511007 -0.846212  -0.0729
C28 -1.915361 -0.970047 0.226118  -0.0741
C29 -1.333941 -0.894497 1.477608  -0.0597
C30 -0.191411 -0.112657 1.605498  -0.0216
H21 0.440859 0.632973 -1.565012  0.1027
H22 -1.640771 -0.570297 -1.839142  0.0963
H23 -2.929781 -1.326317 0.328238  0.0939
H24 -1.835711 -1.106047 2.410288  0.0987
H25 0.253839 0.058703 2.574408  0.1219
O11 9.486689 5.586313 1.704968  0.0377
N6 8.876149 4.901043 0.811108  -0.2610
O12 9.564279 4.168693 0.014618  0.0103
C31 7.368329 4.927863 0.726218  -0.1278
C32 6.745409 4.000693 -0.160902  0.0089
C33 5.341809 3.888173 -0.180682  -0.1273
C34 4.561169 4.558723 0.580478  -0.0699
C35 5.167009 5.620623 1.351958  -0.0280
C36 6.535019 5.738423 1.503838  -0.0274
H26 7.309059 3.331223 -0.793762  0.1056
H27 4.965819 3.124713 -0.845642  0.1141
H28 3.532429 4.242933 0.489038  0.1091
H29 4.739279 6.297983 2.076268  0.1025
H30 6.867509 6.544753 2.140768  0.1190
O13 5.676319 2.409253 3.123258  0.0439
N7 6.769429 2.167613 2.529008  -0.2907
O14 7.803279 2.815113 2.756998  0.0623
C37 6.808979 1.090153 1.517918  -0.1459
C38 7.906389 0.977213 0.620438  0.0080
C39 8.115019 -0.236237 -0.104562  -0.0385
C40 7.050109 -1.145707 -0.133282  -0.0841
C41 5.920089 -0.990917 0.669958  -0.0545
C42 5.796679 0.122173 1.543938  0.0092
H31 8.645829 1.762003 0.559408  0.0932
H32 8.979419 -0.501387 -0.695242  0.1040
H33 7.048559 -2.030737 -0.752242  0.0992
H34 5.031809 -1.604267 0.704198  0.1038
H35 4.945529 0.364353 2.163038  0.1020

Cartesian forces, eV/Å:
O -0.788 -1.987 -0.657
N 0.115 1.393 -1.011
O -0.379 0.348 1.977
C -2.618 -0.414 0.944
C 0.482 -0.422 -0.771
C 2.484 1.918 -0.230
C -1.021 -1.535 -1.374
C 1.306 0.300 0.319
C 0.858 -0.285 0.755
H -0.406 0.245 0.482
H 0.308 -0.067 0.270
H -0.242 0.289 0.115
H 0.188 -0.017 -0.300
H -0.284 0.194 -0.532
O -0.811 0.814 -0.515
N -0.319 -0.301 -0.647
O 0.102 -1.387 0.950
C -0.674 0.296 -1.206
C 0.693 0.285 1.145
C 0.588 0.513 -0.618
C 0.198 0.069 1.176
C -1.596 -2.365 -1.564
C 0.750 1.123 1.268
H 0.178 -0.184 -0.132
H -0.149 -0.045 -0.076
H 0.044 -0.297 0.067
H 0.342 1.256 0.075
H 0.668 0.128 0.123
O 0.596 0.771 -1.026
N -0.537 -0.017 0.865
O -0.698 0.664 -0.329
C 2.900 1.469 -0.391
C -1.962 -1.355 0.345
C -2.350 1.925 -0.751
C 0.025 -1.315 0.290
C 1.653 1.703 0.338
C -0.606 -3.733 0.626
H 0.178 0.158 0.179
H 0.941 -0.539 0.482
H 0.126 -0.027 -0.205
H -0.055 0.174 -0.485
H -0.155 0.159 0.201
O 0.935 0.249 -0.193
N -1.933 -0.178 0.335
O 0.593 -0.106 -0.221
C -0.954 -1.792 -0.080
C -1.590 -0.392 1.950
C 1.846 -1.091 -0.897
C -0.492 2.441 -0.552
C -0.329 -0.420 1.569
C 1.720 1.999 -1.260
H 0.016 0.066 -0.544
H -0.515 -0.272 -0.391
H 0.278 -0.254 0.361
H 0.351 -0.289 0.143
H 0.026 0.052 -0.185
O 1.371 -0.406 2.943
N -1.970 0.462 -1.340
O -0.200 -0.087 -1.147
C 0.255 -1.055 -2.502
C 1.173 1.295 0.528
C -0.484 0.470 -1.979
C -0.619 -0.813 2.525
C 0.531 1.856 0.123
C 0.623 -0.330 2.164
H 0.027 -0.192 -0.147
H -0.105 -0.176 -0.033
H -0.148 -0.253 -1.355
H -0.197 -0.530 -0.163
H -0.153 -0.106 0.255
O -2.833 -1.825 -2.692
N 3.715 0.128 0.783
O -2.901 1.956 2.013
C -0.076 -1.791 -1.509
C 0.873 1.234 1.037
C 4.487 -3.370 -3.405
C -2.339 4.151 3.351
C -0.165 -1.040 0.818
C 0.293 0.139 -0.956
H 0.294 0.222 0.086
H -0.228 -0.139 -0.012
H -0.439 0.818 0.690
H -1.293 -0.206 -0.388
H 0.503 -0.275 0.058
O 2.577 -0.949 -1.593
N -1.005 1.970 1.303
O -1.484 -1.327 -0.556
C 0.557 -0.980 -0.784
C 0.391 -1.243 0.562
C -1.974 0.952 0.578
C -0.554 -0.392 0.682
C -0.542 1.966 1.218
C 1.156 0.421 -0.982
H 0.098 0.068 0.250
H 0.184 0.662 -0.007
H 0.397 -0.037 -0.165
H 0.338 -0.653 -0.548
H -0.157 -0.508 0.091

DFT total energy (eV): -83193.758
Strongest force on any atom (eV/A): 6.564
ΔE to the lowest compared entry with this formula, charge and spin (eV): 4.740
HOMO level (eV): -9.33
SMILES: O=[N+]([O-])c1ccccc1.O=[N+]([O-])c1ccccc1.O=[N+]([O-])c1ccccc1.O=[N+]([O-])c1ccccc1.O=[N+]([O-])c1ccccc1.O=[N+]([O-])c1ccccc1.O=[N+]([O-])c1ccccc1
Orbital gap (eV): 8.46

# 2
A cluster of 2 separate species, C4H12N3O in total, computed with wB97M-V/def2-TZVPD.

Each line ends with the Löwdin charge.
Atoms and positions in Å:
C1 -1.825691 0.104101 -0.009407  -0.3359
C2 -2.476648 1.347674 0.380897  -0.0143
C3 -2.723377 -0.739767 -0.773755  -0.0160
C4 3.269066 -0.279535 0.384098  -0.3421
N1 -0.535633 0.028111 0.056627  0.0644
N2 0.280591 -1.034944 -0.308388  0.1042
N3 4.505064 0.137323 0.689427  0.1844
O1 2.392970 0.434783 -0.106852  -0.0406
H1 -3.538808 1.144240 0.518043  0.1027
H2 -1.975953 1.710809 1.272352  0.0970
H3 -2.308876 2.096770 -0.456403  0.1429
H4 -3.245688 -0.149724 -1.539723  0.1127
H5 -3.484110 -1.284850 -0.095312  0.1480
H6 -2.142903 -1.518911 -1.371388  0.1015
H7 2.921304 -1.230627 0.624691  0.1138
H8 -0.079465 -1.816856 -0.833296  0.1076
H9 -0.104686 0.860526 0.498502  0.1932
H10 4.653290 1.100977 0.484137  0.1149
H11 5.239364 -0.336047 1.150591  0.1095
H12 1.180187 -0.574050 -0.564832  0.0520

Cartesian forces, eV/Å:
C 0.644 0.702 -1.211
C 0.504 1.415 -0.026
C 0.021 -3.629 -0.820
C 0.092 1.496 0.215
N -1.497 -0.803 -0.004
N 0.793 1.284 0.778
N -1.381 0.472 -0.731
O 0.728 0.942 -0.367
H 0.156 0.483 0.208
H -0.423 0.526 0.305
H -0.452 -0.756 0.953
H -0.055 0.053 0.532
H 1.146 0.926 -1.132
H -0.915 0.707 0.867
H 0.394 -2.333 0.693
H -0.617 0.530 -0.157
H 0.544 -1.117 -0.358
H 0.318 0.618 -0.135
H 0.271 -0.903 0.367
H -0.272 -0.612 0.024

DFT total energy (eV): -10853.101
Strongest force on any atom (eV/A): 3.721
ΔE to the lowest compared entry with this formula, charge and spin (eV): 1.992
Charge: +1
HOMO level (eV): -13.58
Orbital gap (eV): 10.12